Record 1
Entry from the Open Molecules 2025 dataset: a structure of composition C55H38F3N11OPRuS2 at a distorted geometry (the ωB97M-V functional and the def2-TZVPD basis).

- Total charge: 0
- HOMO level (alpha / beta): -7.193 / -7.242 eV
- Expectation value of S²: 0.758
- HOMO-LUMO gap (alpha / beta): 6.76 / 6.70 eV
- Spin multiplicity: 2
- LUMO (alpha / beta): -0.43 / -0.54 eV

Atoms and positions in Å:
Ru  -0.250  1.023  1.311
N  -1.944  2.942  1.461
C  -1.699  4.351  1.588
C  -2.713  5.234  1.938
C  -2.425  6.575  2.137
C  -1.119  7.027  2.004
C  -0.111  6.146  1.649
C  -0.398  4.804  1.410
P  0.831  3.536  0.977
C  2.397  4.478  1.047
C  3.200  4.300  2.172
C  4.350  5.059  2.347
C  4.705  6.003  1.397
C  3.912  6.184  0.269
C  2.765  5.427  0.093
C  0.713  3.488  -0.864
C  -0.282  4.113  -1.606
C  -0.215  4.133  -2.996
C  0.850  3.537  -3.655
C  1.842  2.895  -2.920
C  1.768  2.870  -1.537
H  -2.128  2.552  2.390
H  -2.782  2.761  0.922
H  -3.721  4.859  2.072
H  -3.213  7.259  2.421
H  -0.885  8.069  2.178
H  0.904  6.511  1.557
H  2.915  3.566  2.919
H  4.961  4.917  3.229
H  5.597  6.601  1.532
H  4.182  6.926  -0.471
H  2.150  5.592  -0.784
H  -1.112  4.591  -1.100
H  -0.994  4.629  -3.561
H  0.918  3.582  -4.735
H  2.682  2.438  -3.430
H  2.554  2.400  -0.957
C  -1.852  0.957  -4.292
N  -1.877  1.022  -2.838
C  -0.873  0.941  -1.963
N  -1.350  1.026  -0.737
C  -2.689  1.136  -0.927
N  -3.049  1.151  -2.186
C  -2.024  -0.456  -4.794
C  -3.127  -0.819  -5.553
C  -3.278  -2.132  -5.987
C  -2.341  -3.092  -5.654
C  -1.239  -2.731  -4.882
C  -1.080  -1.417  -4.468
C  -0.277  -3.736  -4.443
N  -0.229  -4.995  -4.698
N  0.845  -5.501  -3.970
C  1.352  -4.505  -3.334
O  0.698  -3.348  -3.587
C  2.475  -4.475  -2.403
C  3.081  -5.666  -2.008
C  4.124  -5.627  -1.101
C  4.565  -4.411  -0.592
C  3.972  -3.223  -0.995
C  4.459  -1.906  -0.440
N  3.429  -1.201  0.309
C  2.626  -0.202  -0.057
N  1.835  0.126  0.952
C  2.191  -0.764  1.928
N  3.160  -1.568  1.578
C  2.922  -3.261  -1.900
H  -0.902  1.382  -4.619
H  -2.666  1.583  -4.648
H  0.163  0.837  -2.232
H  -3.411  1.173  -0.128
H  -3.876  -0.077  -5.802
H  -4.148  -2.409  -6.567
H  -2.450  -4.120  -5.971
H  -0.219  -1.151  -3.866
H  2.717  -6.601  -2.411
H  4.590  -6.547  -0.777
H  5.372  -4.389  0.130
H  4.805  -1.241  -1.232
H  5.282  -2.085  0.248
H  2.669  0.271  -1.023
H  1.741  -0.778  2.903
H  2.436  -2.345  -2.212
S  0.548  1.371  3.535
C  -0.347  0.369  4.648
C  0.215  0.017  5.871
C  -0.515  -0.706  6.804
C  0.083  -1.033  8.069
N  0.580  -1.272  9.077
C  -1.828  -1.094  6.501
C  -2.372  -0.767  5.267
C  -1.640  -0.032  4.337
S  -2.340  0.411  2.812
C  -2.622  -1.805  7.465
N  -3.258  -2.365  8.242
H  1.230  0.314  6.098
H  -3.378  -1.082  5.025
F  -3.810  -7.663  1.831
C  -3.600  -7.182  0.590
F  -4.805  -7.166  -0.018
F  -2.846  -8.084  -0.060
C  -2.974  -5.819  0.621
C  -1.736  -5.585  0.042
C  -1.170  -4.323  0.118
C  -1.835  -3.283  0.768
C  -3.084  -3.533  1.347
C  -3.647  -4.793  1.275
C  -1.259  -1.974  0.847
C  -0.729  -0.888  0.922
H  -1.217  -6.386  -0.465
H  -0.198  -4.134  -0.321
H  -3.594  -2.728  1.860
H  -4.610  -4.987  1.729

***

Record 2
Entry from the Open Molecules 2025 dataset: a structure of composition C55H40NO6PRuS2Se3 at a distorted geometry (the ωB97M-V functional and the def2-TZVPD basis).

- Total charge: -1
- HOMO level (alpha / beta): -5.279 / -5.222 eV
- Expectation value of S²: 0.759
- HOMO-LUMO gap (alpha / beta): 6.98 / 5.99 eV
- Spin multiplicity: 2
- LUMO (alpha / beta): 1.70 / 0.76 eV

Atoms and positions in Å:
Ru  -0.101  0.373  1.039
Se  -0.950  2.144  2.672
P  -0.651  0.103  3.352
Se  0.198  -1.669  2.227
C  0.490  0.250  4.785
C  0.289  1.309  5.670
C  1.118  1.480  6.767
C  2.175  0.607  6.987
C  2.382  -0.448  6.113
C  1.536  -0.631  5.026
C  -2.189  -0.649  3.949
C  -2.123  -1.796  4.735
C  -3.285  -2.370  5.220
C  -4.518  -1.810  4.903
C  -4.583  -0.681  4.103
C  -3.418  -0.093  3.626
H  -0.509  2.016  5.486
H  0.945  2.309  7.442
H  2.839  0.754  7.829
H  3.209  -1.129  6.262
H  1.730  -1.453  4.350
H  -1.161  -2.241  4.964
H  -3.231  -3.260  5.834
H  -5.428  -2.263  5.274
H  -5.542  -0.257  3.836
H  -3.452  0.777  2.983
C  6.730  -1.585  -6.280
C  5.621  -1.302  -5.302
C  5.076  -2.328  -4.533
C  4.076  -2.069  -3.608
C  3.598  -0.776  -3.465
C  4.138  0.262  -4.204
C  5.142  -0.009  -5.121
S  2.308  -0.416  -2.255
O  2.351  1.057  -2.073
C  0.898  -0.852  -3.295
C  0.619  -2.238  -3.305
C  -0.441  -2.719  -3.999
C  -1.313  -1.835  -4.680
C  -2.455  -2.314  -5.359
C  -3.309  -1.453  -5.985
C  -3.055  -0.068  -5.955
C  -1.957  0.424  -5.308
C  -1.054  -0.447  -4.651
C  0.104  0.046  -3.957
C  0.394  1.504  -4.127
C  1.051  1.914  -5.332
C  1.554  0.973  -6.267
C  2.194  1.384  -7.401
C  2.363  2.760  -7.667
C  1.879  3.689  -6.791
C  1.206  3.293  -5.609
C  0.670  4.247  -4.709
C  0.035  3.841  -3.577
C  -0.082  2.465  -3.280
S  -1.010  1.962  -1.819
O  -2.433  2.266  -2.116
C  -0.431  3.243  -0.711
C  -1.377  4.100  -0.180
C  -0.983  5.025  0.778
C  0.335  5.083  1.217
C  0.755  6.060  2.280
C  1.264  4.199  0.671
C  0.896  3.277  -0.293
H  6.585  -2.545  -6.776
H  7.697  -1.619  -5.774
H  6.785  -0.811  -7.045
H  5.446  -3.340  -4.652
H  3.671  -2.870  -3.001
H  3.774  1.268  -4.041
H  5.558  0.802  -5.710
H  1.239  -2.904  -2.717
H  -0.669  -3.778  -3.995
H  -2.650  -3.380  -5.352
H  -4.190  -1.828  -6.490
H  -3.746  0.616  -6.431
H  -1.791  1.492  -5.270
H  1.436  -0.084  -6.065
H  2.579  0.650  -8.097
H  2.873  3.075  -8.568
H  1.997  4.748  -6.989
H  0.767  5.301  -4.941
H  -0.383  4.563  -2.886
H  -2.406  4.018  -0.509
H  -1.720  5.690  1.212
H  -0.108  6.557  2.722
H  1.413  6.830  1.870
H  1.301  5.554  3.078
H  2.289  4.213  1.024
H  1.612  2.569  -0.689
O  -2.469  -1.780  -1.687
Se  -1.681  -1.530  -0.322
O  -2.156  -0.181  0.537
O  -0.065  -1.057  -0.533
O  -1.659  -2.827  0.677
N  8.564  2.648  5.363
C  7.610  2.383  4.777
C  6.420  2.051  4.049
C  6.424  0.988  3.144
C  5.274  0.665  2.452
C  4.087  1.391  2.639
C  4.103  2.461  3.548
C  5.249  2.786  4.244
C  2.884  1.041  1.970
C  1.785  0.841  1.481
H  7.332  0.420  2.992
H  5.271  -0.159  1.752
H  3.188  3.016  3.704
H  5.247  3.608  4.949

***

What did we get for energy above the lowest of the compared OMol25 structures with the same formula, charge and spin? Answer: 2.079; 1.308 eV, in the order shown.